Record 1
Computed, not measured: H3OPS2 in the gas phase, with ωB97M-V with the def2-TZVPD basis set.

- E: -1214.80287 Eh
- Energy above the lowest of the compared OMol25 structures with the same formula, charge and spin: 5.8 kcal/mol
- LUMO energy: 0.016 Eh
- E_HOMO: -9.3 eV
- SMILES string: O[P@H](=S)S

Each line ends with the natural charge from an NBO analysis.
Geometry (Å):
1 O 0.274 -1.513 0.548  -0.97
2 P 0.079 -0.160 -0.284  1.17
3 S 1.648 0.969 -0.054  -0.59
4 S -1.752 0.646 0.244  -0.30
5 H 1.146 -1.354 0.894  0.52
6 H -0.128 -0.572 -1.680  -0.04
7 H -1.267 1.984 0.332  0.21

Atomic forces in eV per Å
O -1.2 -0.1 -0.6
P 1.0 0.7 -1.6
S -0.6 -0.1 -0.1
S 0.1 1.6 0.3
H 1.1 -0.3 0.8
H 0.0 0.1 1.4
H -0.4 -1.8 -0.1


Record 2
Computed, not measured: a molecular structure, C34H57F3LaN2O2Si, with ωB97M-V with the def2-TZVPD basis set.

- E: -2210.27713 Eh
- LUMO energy: -0.102 Eh
- E_HOMO: -10.9 eV
- Charge: +1

Each line ends with the Löwdin charge.
Geometry (Å):
1 O 1.235 -1.482 -1.963  -0.41
2 O 0.999 -0.088 -5.889  -0.22
3 C 2.660 -1.826 -1.745  -0.19
4 C 2.847 -2.987 -0.796  -0.05
5 H 3.088 -0.899 -1.338  0.11
6 H 3.122 -1.996 -2.724  0.13
7 H 2.522 -2.724 0.214  0.06
8 H 3.903 -3.271 -0.751  0.10
9 H 2.295 -3.875 -1.108  0.08
10 C 0.256 -2.587 -2.019  -0.26
11 C 0.361 -3.365 -3.314  -0.04
12 H -0.740 -2.101 -1.928  0.09
13 H 0.366 -3.232 -1.127  0.11
14 H 0.389 -2.681 -4.177  0.08
15 H -0.521 -4.005 -3.415  0.09
16 H 1.240 -4.019 -3.305  0.09
17 C -0.090 0.479 -6.637  -0.28
18 C 1.918 -0.852 -6.679  -0.27
19 C -1.381 -0.284 -6.443  -0.07
20 H 0.154 0.515 -7.712  0.13
21 H -0.195 1.506 -6.267  0.10
22 H -1.273 -1.331 -6.755  0.07
23 H -2.155 0.185 -7.060  0.08
24 H -1.704 -0.253 -5.396  0.06
25 C 1.275 -2.013 -7.413  -0.08
26 H 2.670 -1.204 -5.965  0.11
27 H 2.414 -0.194 -7.415  0.12
28 H 0.691 -2.652 -6.743  0.07
29 H 2.073 -2.620 -7.846  0.08
30 H 0.627 -1.669 -8.227  0.08
31 H 1.649 0.520 -3.589  0.03
32 N -0.849 -0.691 1.584  -0.10
33 C -1.665 -0.117 2.495  -0.31
34 C -2.318 1.100 2.296  -0.03
35 C -2.461 1.807 1.107  -0.31
36 C -1.918 -0.853 3.780  0.00
37 H -1.000 -1.278 4.204  0.10
38 H -2.638 -1.670 3.626  0.09
39 H -2.351 -0.163 4.512  0.09
40 C -3.501 2.900 1.027  0.00
41 H -4.191 2.763 0.180  0.10
42 H -3.052 3.899 0.938  0.09
43 H -4.099 2.876 1.947  0.09
44 N -1.700 1.540 0.028  -0.16
45 C -0.506 -2.088 1.690  -0.25
46 C 0.733 -2.480 2.252  -0.24
47 C 1.717 -1.483 2.810  -0.03
48 C 1.013 -3.835 2.368  -0.06
49 H 1.962 -4.126 2.831  0.13
50 C 0.105 -4.805 1.967  -0.06
51 H 0.340 -5.862 2.091  0.11
52 C -1.136 -4.420 1.462  -0.04
53 H -1.886 -5.168 1.206  0.12
54 C -1.463 -3.075 1.337  -0.23
55 C -2.864 -2.705 0.941  -0.03
56 C -1.949 2.132 -1.263  -0.29
57 C -1.299 3.330 -1.621  -0.22
58 C -0.365 3.943 -0.623  -0.02
59 C -1.502 3.854 -2.903  -0.03
60 H -0.994 4.780 -3.190  0.12
61 C -2.337 3.196 -3.806  -0.06
62 H -2.544 3.637 -4.790  0.12
63 C -2.943 1.988 -3.460  -0.04
64 H -3.566 1.438 -4.172  0.12
65 C -2.765 1.442 -2.187  -0.23
66 C -3.362 0.124 -1.805  -0.04
67 La 0.102 0.170 -0.492  2.07
68 H 2.522 -1.210 2.111  0.07
69 H 2.217 -1.941 3.681  0.10
70 H 1.264 -0.541 3.158  0.08
71 H -2.940 -1.809 0.304  0.06
72 H -3.496 -2.543 1.832  0.09
73 H -3.334 -3.529 0.379  0.09
74 H -0.024 4.927 -0.970  0.10
75 H 0.550 3.344 -0.448  0.05
76 H -0.837 4.056 0.363  0.09
77 H -3.751 0.105 -0.775  0.08
78 H -2.654 -0.723 -1.890  0.06
79 H -4.194 -0.093 -2.487  0.09
80 H -2.882 1.487 3.150  0.11
81 C 1.466 1.627 -3.472  -0.18
82 Si 2.639 2.696 -4.527  0.48
83 H 0.398 1.795 -3.711  0.02
84 H 1.659 1.941 -2.422  0.00
85 C 4.324 1.913 -4.776  -0.18
86 C 2.891 4.359 -3.677  -0.18
87 C 2.071 3.194 -6.248  -0.18
88 H 2.917 3.694 -6.744  0.04
89 H 1.246 3.917 -6.195  0.03
90 H 1.756 2.358 -6.886  0.01
91 H 4.865 1.789 -3.829  0.03
92 H 4.927 2.577 -5.413  0.04
93 H 4.283 0.933 -5.269  0.02
94 H 2.946 4.264 -2.586  0.02
95 H 2.070 5.049 -3.920  0.03
96 H 3.829 4.816 -4.027  0.04
97 F 2.604 2.481 -0.170  -0.04
98 C 1.990 1.406 0.510  -0.59
99 F 3.095 0.591 0.809  -0.04
100 F 1.673 1.970 1.752  -0.02

Atomic forces in eV per Å
O -0.2 -1.1 0.3
O -0.1 -0.2 -0.5
C -0.4 0.2 -0.3
C 0.1 0.0 0.1
H 0.0 -0.2 -0.1
H -0.2 -0.1 0.1
H 0.0 -0.1 -0.1
H -0.1 0.2 0.0
H 0.1 0.0 0.0
C 0.5 0.2 0.1
C -0.2 0.1 0.0
H 0.4 -0.1 -0.2
H 0.0 0.3 -0.4
H 0.1 -0.2 0.3
H 0.1 0.0 0.0
H -0.1 0.2 -0.1
C 0.4 0.0 0.2
C -0.3 0.3 0.1
C -0.1 -0.1 0.0
H 0.1 0.1 0.3
H -0.1 -0.1 -0.2
H -0.1 0.3 0.1
H 0.0 -0.1 0.1
H 0.1 0.0 -0.2
C 0.1 -0.2 -0.1
H -0.1 0.0 -0.1
H 0.0 -0.1 0.2
H 0.1 0.1 0.0
H -0.1 0.0 -0.1
H 0.1 -0.1 0.2
H -0.1 1.2 0.0
N -0.6 0.3 -0.1
C 0.9 -0.9 -0.7
C -0.4 0.3 0.6
C 0.5 0.3 -1.2
C -0.2 0.2 0.4
H -0.2 0.0 -0.2
H 0.3 0.2 0.0
H 0.1 -0.2 -0.1
C -0.4 -0.1 0.5
H 0.3 0.0 0.1
H 0.0 -0.3 -0.1
H 0.1 0.1 -0.3
N -1.2 0.5 0.3
C -0.1 -0.2 0.8
C -0.4 0.5 -0.3
C 0.4 0.2 0.5
C 0.3 -0.4 0.1
H -0.3 0.0 -0.2
C -0.1 -0.1 0.0
H 0.0 0.3 0.0
C 0.2 0.0 0.1
H 0.2 0.1 0.0
C 0.3 0.4 0.0
C -0.6 -0.1 -0.4
C -0.3 0.1 0.1
C 0.0 -0.5 -0.1
C 0.4 0.5 0.2
C -0.1 -0.1 0.1
H -0.2 -0.3 0.1
C -0.1 0.1 -0.2
H 0.2 -0.2 0.4
C 0.0 -0.1 0.1
H 0.2 0.3 0.2
C 0.7 0.3 0.2
C -0.7 -0.4 0.0
La -0.3 -0.5 -0.4
H -0.3 -0.1 0.1
H -0.2 0.2 -0.3
H 0.0 -0.4 -0.3
H 0.2 -0.2 0.4
H 0.2 0.1 -0.4
H 0.2 0.2 0.2
H -0.1 -0.2 0.1
H -0.4 0.2 -0.2
H 0.1 0.1 -0.3
H 0.1 0.1 -0.4
H -0.1 0.3 0.0
H 0.2 -0.1 0.2
H 0.1 -0.3 -0.4
C -0.1 -0.9 0.3
Si 0.3 0.5 -0.4
H 0.4 0.1 0.1
H -0.1 -0.1 -0.3
C 0.2 -0.3 0.2
C -0.1 -0.1 0.2
C -0.3 -0.2 -0.2
H -0.2 -0.1 0.2
H 0.1 -0.1 -0.1
H 0.1 0.2 0.1
H -0.1 0.0 -0.1
H -0.2 -0.1 0.2
H 0.0 0.2 0.1
H 0.1 0.1 -0.1
H 0.2 -0.1 0.1
H -0.3 -0.1 0.1
F -0.6 -0.9 0.3
C 2.4 1.9 1.4
F -0.7 0.1 -0.3
F 0.0 -0.5 -0.9


Record 3
Computed, not measured: a molecular structure, C2H5N5O, with ωB97M-V with the def2-TZVPD basis set.

- E: -428.07026 Eh
- Energy above the lowest of the compared OMol25 structures with the same formula, charge and spin: 95.9 kcal/mol
- LUMO energy (spin up / spin down): -0.032 / -0.032 Eh
- E_HOMO (spin up / spin down): -8.3 / -8.3 eV

Each line ends with the natural charge from an NBO analysis.
Geometry (Å):
1 N 0.038 -1.306 0.219  0.08
2 C -0.339 0.639 -0.059  0.35
3 N 0.631 -1.621 1.330  -0.49
4 N -1.549 0.882 -0.640  -0.84
5 N 0.963 -1.441 -0.848  -0.48
6 N 0.262 1.269 0.862  -0.75
7 C 0.879 -0.266 -1.364  0.74
8 O 1.300 0.499 -2.164  -0.51
9 H 1.641 -1.537 1.406  0.39
10 H 0.070 -1.518 2.163  0.40
11 H -1.995 1.776 -0.482  0.38
12 H -1.756 0.447 -1.524  0.40
13 H -0.145 2.176 1.102  0.34

Atomic forces in eV per Å
N 0.3 0.2 0.0
C 0.2 -0.2 0.0
N -0.1 0.2 -0.3
N -0.1 0.1 0.0
N -0.1 -0.1 0.3
N 0.0 -0.1 -0.1
C 0.0 0.3 -0.1
O -0.2 -0.3 0.4
H -0.1 0.0 -0.1
H 0.0 0.0 -0.1
H 0.1 -0.1 0.0
H 0.1 0.0 0.1
H 0.0 -0.1 0.0


Record 4
Computed, not measured: a molecular structure, C41H32AsN3ReS, with ωB97M-V with the def2-TZVPD basis set.

- E: -4457.55278 Eh
- Energy above the lowest of the compared OMol25 structures with the same formula, charge and spin: 4.1 kcal/mol
- LUMO energy (spin up / spin down): -0.275 / -0.275 Eh
- Spin multiplicity: 2
- E_HOMO (spin up / spin down): -13.6 / -13.6 eV
- Charge: +2
- ⟨S²⟩: 0.76

Each line ends with the Löwdin spin population.
Geometry (Å):
1 Re -0.103 1.178 -0.462  0.69
2 C 0.013 5.270 0.523  0.01
3 C -0.695 4.060 0.016  0.07
4 C -1.613 3.387 0.829  0.03
5 C -2.285 2.291 0.357  0.00
6 C -2.189 1.887 -0.993  0.00
7 C -1.268 2.557 -1.843  0.00
8 C -0.418 3.528 -1.252  -0.01
9 H -0.717 6.066 0.692  0.00
10 H 0.758 5.636 -0.181  0.00
11 H 0.489 5.065 1.483  0.00
12 H -1.791 3.728 1.841  0.00
13 H -2.938 1.736 1.018  0.00
14 H -2.876 1.149 -1.383  0.00
15 H -1.222 2.397 -2.911  0.00
16 H 0.354 3.965 -1.874  0.00
17 N 2.620 -1.674 9.152  0.00
18 C 2.314 -1.333 8.099  0.00
19 C 1.931 -0.912 6.782  0.00
20 C 2.783 -1.141 5.703  0.00
21 C 2.412 -0.728 4.436  0.00
22 C 1.183 -0.104 4.232  0.00
23 C 0.333 0.115 5.314  0.00
24 C 0.706 -0.277 6.587  0.00
25 C 0.785 0.324 2.868  0.00
26 C 1.499 1.345 2.282  0.00
27 C 2.570 2.073 2.861  0.00
28 C 2.992 2.997 1.930  0.00
29 C 2.179 2.823 0.807  0.00
30 N 1.268 1.854 1.000  0.02
31 C -0.311 -0.318 2.274  0.00
32 C -1.162 -1.233 2.904  0.00
33 C -2.209 -1.514 2.032  0.00
34 C -1.951 -0.806 0.877  0.00
35 N -0.808 -0.075 0.987  0.00
36 H 3.728 -1.640 5.865  0.00
37 H 3.072 -0.908 3.596  0.00
38 H -0.618 0.611 5.162  0.00
39 H 0.054 -0.097 7.430  0.00
40 H 2.960 1.918 3.853  0.00
41 H 3.788 3.717 2.027  0.00
42 H 2.236 3.359 -0.128  0.00
43 H -1.028 -1.619 3.901  0.00
44 H -3.058 -2.153 2.213  0.00
45 H -2.545 -0.779 -0.025  0.00
46 S 1.800 1.136 -1.716  0.10
47 C 1.569 0.502 -3.351  0.00
48 C 2.485 0.829 -4.345  0.01
49 C 2.293 0.322 -5.622  0.00
50 C 1.212 -0.506 -5.903  0.01
51 C 0.314 -0.849 -4.902  0.00
52 C 0.497 -0.340 -3.625  0.00
53 As -0.532 -0.788 -2.082  0.00
54 C -2.270 -1.277 -2.789  0.01
55 C -3.082 -0.265 -3.296  0.00
56 C -4.303 -0.577 -3.874  0.00
57 C -4.709 -1.901 -3.965  0.00
58 C -3.883 -2.913 -3.501  0.00
59 C -2.660 -2.608 -2.917  0.00
60 C 0.344 -2.348 -1.363  0.00
61 C 1.693 -2.518 -1.666  0.00
62 C 2.386 -3.598 -1.144  0.00
63 C 1.739 -4.505 -0.316  0.00
64 C 0.397 -4.333 -0.009  0.00
65 C -0.304 -3.256 -0.532  0.00
66 H 3.326 1.474 -4.126  0.00
67 H 2.991 0.581 -6.407  0.00
68 H 1.078 -0.892 -6.904  0.00
69 H -0.521 -1.506 -5.113  0.00
70 H -2.758 0.768 -3.278  0.00
71 H -4.932 0.212 -4.266  0.00
72 H -5.660 -2.144 -4.418  0.00
73 H -4.183 -3.948 -3.602  0.00
74 H -2.012 -3.407 -2.591  0.00
75 H 2.207 -1.822 -2.318  0.00
76 H 3.431 -3.732 -1.388  0.00
77 H 2.283 -5.347 0.092  0.00
78 H -0.110 -5.040 0.634  0.00
79 H -1.345 -3.133 -0.277  0.00

Atomic forces in eV per Å
Re 0.0 0.9 0.2
C 0.0 0.0 0.0
C 0.5 0.2 0.0
C 0.2 0.4 0.3
C -0.6 -0.4 -0.1
C -0.2 -0.1 -0.3
C 0.2 -0.5 0.3
C -0.1 0.0 -0.2
H 0.0 0.0 0.0
H 0.0 0.0 0.0
H 0.0 0.0 0.0
H 0.1 0.0 0.0
H 0.0 0.0 0.0
H 0.0 0.2 0.1
H 0.0 -0.2 0.0
H 0.0 0.1 0.1
N 0.0 0.0 0.0
C 0.0 -0.1 0.1
C 0.0 0.0 -0.1
C 0.0 0.0 0.1
C 0.0 0.0 -0.1
C 0.0 0.0 0.1
C 0.0 0.0 0.0
C 0.0 0.0 0.0
C 0.1 0.0 0.1
C 0.3 0.3 0.0
C -0.1 0.0 0.0
C 0.0 0.1 0.0
C 0.1 -0.1 0.1
N -0.1 -0.4 -0.4
C -0.4 -0.2 -0.1
C 0.1 0.1 0.1
C -0.1 -0.1 -0.1
C 0.0 -0.1 0.0
N 0.2 -0.2 -0.1
H 0.0 0.0 0.0
H 0.0 0.0 0.0
H 0.0 0.0 0.0
H 0.0 0.0 0.0
H 0.0 0.0 0.0
H 0.0 0.0 0.0
H 0.0 0.0 0.0
H 0.0 0.0 0.0
H 0.0 0.0 0.0
H 0.0 0.0 0.0
S 0.1 0.1 0.2
C -0.2 0.0 -0.1
C 0.0 0.0 0.1
C 0.0 0.0 0.0
C 0.0 0.0 0.0
C -0.1 0.0 0.0
C 0.2 0.1 0.0
As -0.2 0.1 -0.1
C 0.2 0.0 0.1
C 0.0 0.0 -0.1
C 0.0 0.1 0.0
C 0.0 0.0 0.0
C 0.0 0.0 0.0
C 0.0 0.1 0.1
C 0.1 0.0 0.0
C 0.0 0.0 -0.1
C 0.0 0.0 0.0
C 0.1 0.0 0.0
C 0.0 0.0 0.0
C 0.0 0.0 0.1
H 0.0 0.0 0.0
H 0.0 0.0 0.0
H 0.0 0.0 0.0
H 0.0 0.0 0.0
H 0.0 -0.1 -0.1
H 0.0 0.0 0.0
H 0.0 0.0 0.0
H 0.0 0.0 0.0
H 0.0 -0.1 0.1
H 0.0 -0.1 0.0
H 0.0 0.0 0.0
H 0.0 0.0 0.0
H 0.0 0.0 0.0
H -0.1 0.0 0.0


| no. | molar mass (g/mol) |
| --- | --- |
| 1 | 114.13 |
| 2 | 749.83 |
| 3 | 115.10 |
| 4 | 859.92 |